The following is a DFT calculation (the ωB97M-V functional and the def2-TZVPD basis) of a structure of composition C5H7NO2.

Computed properties:
* highest occupied orbital energy: -0.285 hartree

Structure (XYZ):
```
15
Properties=species:S:1:pos:R:3:forces:R:3
C 2.80715 -0.05345 -0.65317 -1.07 -2.26 0.94
C 1.29517 -0.16784 -0.36656 2.62 1.02 -0.29
C 0.85232 -0.16107 0.96754 -2.84 0.70 -1.13
C -0.52053 -0.01910 0.90605 2.01 0.61 -1.77
C 0.22356 -0.17961 -1.22878 2.28 -0.19 -2.32
H 3.16652 1.28286 -1.76757 -0.61 -3.56 2.75
H 2.75033 -1.58422 -1.02533 1.66 4.35 0.50
H 3.36777 0.11876 0.98455 -0.88 -0.36 -4.53
H 1.33489 -0.20195 1.87260 1.50 0.06 1.63
H -2.04997 -0.77502 1.46802 1.50 4.95 2.34
H -2.36598 1.27232 -0.90514 1.68 -3.22 0.29
H 0.20026 -0.39950 -2.34842 -0.21 0.74 1.96
N -0.83413 -0.04969 -0.43626 -3.06 0.86 0.74
O -1.45917 0.27870 1.80012 -3.47 -5.78 -1.13
O -2.10470 0.23644 -0.92203 -1.12 2.06 0.03
```
Positions in Å, forces in eV/Å.


The following is a DFT calculation (the ωB97M-V functional and the def2-TZVPD basis) of an isolated molecule of C4H6O3S.

Computed properties:
* highest occupied orbital energy: -0.352 hartree
* SMILES: C=C/C=C\S(=O)(=O)O

Structure (XYZ):
```
14
Properties=species:S:1:pos:R:3:forces:R:3
C -1.18927 0.96276 -1.24162 -2.57 -1.61 3.31
C -0.97018 0.49681 -0.01203 1.24 3.37 -2.75
C 0.36279 0.84186 0.51419 0.62 -0.45 0.99
C 1.04998 -0.10270 1.16836 -0.60 -0.89 -0.96
S 0.12698 -1.62585 1.38166 -1.77 0.36 -0.43
O -0.69469 -1.41319 2.51556 -0.11 0.13 2.37
O -0.69181 -1.90681 0.24551 1.51 -1.05 -1.00
O 1.12608 -2.82359 1.75617 0.69 1.35 -2.15
H -0.47711 1.29443 -1.82520 3.91 1.80 -2.64
H -2.13076 1.07570 -1.66224 -1.85 -0.49 -0.62
H -1.74649 0.19597 0.57961 -1.66 -0.89 1.59
H 0.66936 1.92226 0.38678 0.09 -1.62 0.16
H 2.03318 -0.19978 1.53398 0.99 0.63 0.49
H 0.81742 -3.12787 2.58738 -0.49 -0.64 1.66
```
Positions in Å, forces in eV/Å.


The following is a DFT calculation (the ωB97M-V functional and the def2-TZVPD basis) of an isolated molecule of C2H10N4.

Computed properties:
* highest occupied orbital energy: -0.315 hartree
* SMILES: CCN(N)NN

Structure (XYZ):
```
16
Properties=species:S:1:pos:R:3:forces:R:3
C 1.19901 -1.31051 0.98019 3.75 -0.80 -3.21
C -0.06763 -1.18023 0.19385 0.09 -0.49 -0.51
N -0.55707 0.20327 0.21471 0.99 0.25 -1.98
N -1.80293 0.33393 -0.40290 -1.35 -0.39 -1.53
N 0.47988 1.02517 -0.53682 0.33 -2.98 -0.88
N 0.26763 2.35019 -0.66915 1.80 2.00 3.94
H 1.27477 -0.77130 1.84774 -0.59 0.63 2.70
H 1.43542 -2.37307 0.97766 -0.14 -0.17 1.05
H 2.24681 -0.93813 0.51454 -2.63 -0.36 0.04
H 0.21922 -1.48946 -0.88958 -1.07 0.13 1.38
H -0.83591 -1.90940 0.70180 1.11 1.61 -1.36
H -2.52229 0.33255 0.30693 -0.01 -0.08 -0.16
H -2.08365 -0.30462 -1.23437 1.11 1.01 1.91
H 0.85457 0.65684 -1.46045 -1.43 -0.20 1.42
H -0.64339 2.69908 -0.88203 -1.06 -0.43 -0.25
H 0.53556 2.67570 0.33787 -0.88 0.27 -2.57
```
Positions in Å, forces in eV/Å.


The following is a DFT calculation (the ωB97M-V functional and the def2-TZVPD basis) of a structure of composition C32H77Br6O20P5.

Computed properties:
* highest occupied orbital energy: -0.373 hartree

Structure (XYZ):
```
140
Properties=species:S:1:pos:R:3:forces:R:3
C -1.89124 1.35064 0.49621 0.10 0.23 0.00
Br -1.16727 -0.09516 -0.62690 -0.37 0.95 0.67
Br -2.87064 2.72733 -0.55641 0.68 -0.65 0.71
Br -0.49228 2.08416 1.68597 -0.89 0.03 -0.87
H -2.65702 0.96899 1.17151 0.30 -0.26 -0.29
C -4.45357 1.86327 4.16987 -1.11 0.47 0.45
Br -5.04508 3.76772 4.13672 0.24 -1.07 0.21
Br -5.14609 0.97233 2.58868 0.25 0.08 0.48
Br -5.13479 0.94380 5.86392 0.90 0.88 -1.62
H -3.36946 1.92533 4.07522 -0.23 -0.46 0.51
C -3.74635 -8.62215 -2.91529 -0.01 -0.90 -1.31
C -2.81144 -8.64276 -1.73244 -2.21 -1.11 -0.24
O -2.06067 -7.46663 -1.76101 1.05 1.02 1.02
P -2.14322 -6.36509 -0.59175 -0.57 0.04 0.25
O -3.50973 -6.22385 0.02578 2.24 0.10 -1.07
O -0.96666 -6.78353 0.42769 -1.15 0.22 -0.77
C -1.07074 -6.25860 1.76686 2.56 0.66 0.87
C 0.39833 -6.03192 2.34540 -1.32 0.37 -0.33
O -1.48568 -5.07766 -1.35482 -0.64 -2.08 1.32
C -2.21530 -4.44340 -2.39493 -0.20 1.16 0.24
C -1.44388 -3.18823 -2.69137 0.29 0.63 -1.41
H -4.11947 -7.62242 -3.13762 -0.23 -0.12 0.33
H -3.31073 -9.00576 -3.83789 0.56 0.32 -0.12
H -4.54229 -9.35475 -2.78156 -0.40 0.34 0.36
H -3.51992 -8.75774 -0.91212 0.48 0.78 0.76
H -2.26149 -9.58331 -1.70070 0.82 0.43 -0.18
H -1.52987 -5.27058 1.73368 -0.28 -0.16 0.13
H -1.60088 -6.93920 2.43307 -0.24 0.04 -0.34
H 0.29781 -5.40638 3.23236 -0.19 -0.22 0.28
H 0.94879 -6.93681 2.60280 -0.23 -0.08 -0.19
H 0.99942 -5.40251 1.68917 -0.08 -0.27 -0.40
H -2.38073 -5.09205 -3.25515 0.26 -0.11 0.01
H -3.18353 -4.10953 -2.02188 -0.27 -0.37 0.13
H -0.51519 -3.31732 -3.24722 0.33 -0.46 0.50
H -1.95895 -2.56278 -3.42050 -0.56 0.12 0.18
H -1.26629 -2.58491 -1.80111 -0.02 -0.26 0.02
C -1.39054 1.51737 -3.72608 0.40 0.90 0.27
C -2.32039 0.73780 -4.58873 -1.28 0.63 0.03
O -1.76450 0.52272 -5.90088 0.34 -1.53 -0.55
P -0.81551 -0.76044 -6.10422 -0.59 0.96 -1.69
O -0.08653 -1.09651 -4.89376 0.33 -0.80 0.15
O -1.74766 -1.88116 -6.82960 -0.51 3.00 2.24
C -1.16139 -3.06525 -7.28771 0.95 0.71 0.11
C -1.79634 -3.30801 -8.59718 -0.32 -0.66 -1.32
O 0.13639 -0.32779 -7.36172 0.05 -1.38 3.59
C -0.34624 0.48746 -8.31998 -0.96 2.18 -3.74
C 0.50597 0.26340 -9.54637 0.88 -1.33 -0.50
H -1.90839 2.14302 -2.99910 -0.30 -0.73 0.38
H -0.62087 0.90760 -3.25291 -0.01 0.26 -0.18
H -0.97277 2.33868 -4.30833 0.55 -0.35 -0.46
H -2.74705 -0.15742 -4.13636 0.63 -0.43 -0.04
H -3.21936 1.33061 -4.75766 0.06 0.21 -0.32
H -0.10721 -2.81733 -7.41159 0.34 -0.76 -0.06
H -1.31280 -3.80257 -6.49933 0.13 -0.43 -0.41
H -2.87215 -3.45437 -8.50065 0.08 -0.76 0.08
H -1.77308 -2.47762 -9.30288 0.57 0.52 0.43
H -1.23483 -4.08531 -9.11547 -0.60 -0.53 -0.01
H -1.39395 0.32937 -8.57573 -0.22 -0.31 0.25
H -0.25360 1.56345 -8.17251 -0.04 0.09 1.12
H 1.54207 0.41343 -9.24291 0.11 0.29 -0.17
H 0.47793 -0.78879 -9.82958 -0.13 -0.27 0.06
H 0.31514 0.77817 -10.48802 -0.35 0.57 0.47
C 1.89870 -1.70422 3.42082 -0.27 0.34 -0.42
C 0.66444 -0.85097 2.99971 2.36 -0.17 -0.32
O -0.22707 -0.77870 4.07491 -3.32 -1.82 0.92
P -1.39970 -1.96035 4.15330 2.40 -0.10 0.94
O -0.87884 -3.35331 4.41775 -1.11 2.10 -1.13
O -2.33263 -1.45804 5.34567 0.00 -0.27 -1.02
C -2.38780 -2.09826 6.64644 1.30 0.47 0.74
C -0.98253 -2.01430 7.33127 -0.37 0.10 -0.41
O -2.18509 -1.65942 2.77130 2.47 2.00 2.46
C -3.28709 -2.42869 2.51237 -0.24 -2.07 -2.69
C -3.44063 -2.37726 0.96603 -1.00 -0.19 0.26
H 2.57938 -1.86311 2.58444 -0.18 -0.05 -0.25
H 2.53808 -1.25605 4.18137 -0.45 0.30 0.12
H 1.54542 -2.67033 3.78127 -0.01 -0.04 -0.07
H 0.89198 0.19124 2.77582 0.56 -0.34 0.10
H 0.23856 -1.24658 2.07763 -0.37 -0.27 0.09
H -3.16915 -1.51125 7.12914 0.30 0.03 0.34
H -2.73757 -3.13049 6.66271 0.13 -0.04 -0.79
H -0.69148 -0.99488 7.58460 -0.36 0.06 0.21
H -0.87963 -2.66816 8.19728 -0.40 0.16 0.17
H -0.18563 -2.34762 6.66646 -0.31 -0.20 -0.34
H -2.94192 -3.43523 2.74867 -0.98 -0.48 0.32
H -4.16925 -2.09480 3.05865 -0.03 -0.14 -0.06
H -3.83852 -1.40536 0.67417 -0.15 0.02 -0.11
H -2.55378 -2.54152 0.35398 0.51 0.07 0.76
H -4.09483 -3.17143 0.60630 -0.47 0.11 0.23
C 4.07228 0.84420 -1.17317 0.42 -0.13 -1.45
C 3.56941 0.78959 0.20531 0.00 -1.02 0.28
O 3.91654 1.98818 0.85397 0.99 1.38 2.32
P 4.23172 1.97464 2.45116 -0.36 0.84 -0.31
O 3.43482 0.92644 3.11801 0.65 0.70 -0.02
O 3.97264 3.52892 2.96542 2.04 -1.94 -1.26
C 2.65804 3.99702 3.01276 -2.62 -1.03 1.67
C 2.01985 3.55807 4.34540 -0.20 0.25 0.15
O 5.84044 1.83930 2.55347 -3.43 1.47 -3.89
C 6.51070 1.82596 3.71016 3.19 -1.80 2.93
C 8.05725 1.89778 3.42960 -1.48 1.43 0.08
H 5.12603 0.57183 -1.11375 0.09 0.14 -0.46
H 3.53998 0.06444 -1.71789 0.17 0.05 -0.38
H 4.00003 1.79876 -1.69441 -0.30 -0.01 0.09
H 2.50304 0.58318 0.29672 -0.05 0.16 0.10
H 4.15429 -0.05988 0.55805 -0.53 -0.08 1.06
H 2.53333 5.07986 3.00818 0.81 -0.03 -0.76
H 2.05547 3.50166 2.25143 0.10 0.54 -0.53
H 1.00684 3.94047 4.47060 -0.19 0.16 -0.40
H 1.94523 2.47365 4.42644 0.33 0.04 0.12
H 2.55478 4.00547 5.18313 0.30 -0.32 0.07
H 6.25913 2.58317 4.45276 -0.34 0.24 -0.26
H 6.28057 0.83700 4.10652 0.24 0.00 0.92
H 8.21277 2.88458 2.99355 0.03 -0.03 -0.66
H 8.62390 2.04624 4.34882 -0.02 -0.95 0.15
H 8.39475 1.12803 2.73557 0.11 -0.02 0.39
C 3.76077 8.21164 2.09433 -0.38 0.57 0.44
C 2.49393 8.10543 1.24606 0.44 1.60 1.29
O 2.39058 6.81765 0.76838 -0.70 -2.45 -1.37
P 0.99375 6.28070 0.21154 -1.72 0.45 -1.20
O 0.44018 6.88390 -1.04837 1.27 -0.71 1.82
O 1.18895 4.69837 0.12778 -0.46 1.74 1.65
C 1.88784 4.18755 -0.96856 -1.05 -0.94 -1.58
C 0.88243 3.69494 -2.03845 1.00 -0.84 -0.27
O -0.00452 6.45356 1.47285 0.25 -0.98 -1.06
C -1.33560 5.87600 1.25333 -1.15 0.43 1.36
C -1.91375 5.54564 2.61550 0.72 -0.34 0.95
H 3.82855 7.48056 2.89996 -0.02 -0.47 -0.41
H 4.65639 8.22913 1.47333 -0.04 -0.29 0.07
H 3.74407 9.14391 2.65886 -0.05 0.35 -0.27
H 1.57588 8.26869 1.81052 0.20 0.62 0.35
H 2.56308 8.84658 0.44981 -0.19 -0.10 -0.24
H 2.51027 4.96080 -1.41885 0.32 -0.17 0.06
H 2.45838 3.35380 -0.55937 0.28 0.14 -0.36
H 0.21652 4.43808 -2.47708 0.28 0.23 0.27
H 1.50059 3.24628 -2.81606 0.14 0.36 -0.52
H 0.30067 2.80962 -1.78178 -0.23 0.20 0.83
H -2.01146 6.64794 0.88533 0.46 -0.02 -0.84
H -1.37702 4.95456 0.67253 0.63 0.37 -0.44
H -2.82603 4.94964 2.64030 -0.13 0.23 -0.64
H -1.20100 4.92531 3.15889 0.20 0.01 0.13
H -2.07694 6.44183 3.21410 -0.01 0.06 -0.05
```
Positions in Å, forces in eV/Å.


One value per record, in order, for strongest force on any atom: 0.1329 0.0981 0.0972 0.1049 Eh/bohr.
One value per record, in order, for energy relative to the best compared isomer or geometry (same formula, charge and spin): 12.439 3.341 4.260 0.428 eV.
One value per record, in order, for E_LUMO: -0.0215 0.0105 0.0423 -0.0244 hartree.